Density functional theory data (ωB97M-V/def2-TZVPD) for a structure of composition C24H45N6O4PS3Ti.

XYZ file:
```
84
Properties=species:S:1:pos:R:3:mulliken_spin:R:1
Ti 0.650 0.435 -0.655 1.110
C 1.986 -3.198 -3.085 0.005
N 2.816 -2.002 -2.991 0.000
C 4.253 -2.226 -2.969 -0.004
C 2.265 -0.841 -2.686 0.057
O 1.036 -0.675 -2.570 0.009
C 3.133 0.403 -2.453 -0.014
O 2.247 1.458 -2.119 -0.003
C 1.676 2.132 -3.228 0.005
C 0.186 2.352 -2.981 0.007
O -0.368 1.795 -2.027 0.023
N -0.476 3.139 -3.831 0.005
C 0.155 3.837 -4.942 0.000
C -1.883 3.442 -3.601 0.000
H 2.322 -3.796 -3.931 -0.001
H 0.951 -2.905 -3.225 -0.001
H 2.071 -3.776 -2.162 -0.002
H 4.549 -2.777 -3.861 -0.001
H 4.522 -2.806 -2.084 0.002
H 4.798 -1.287 -2.950 0.000
H 3.739 0.654 -3.328 0.003
H 3.785 0.259 -1.592 -0.010
H 1.788 1.543 -4.143 0.001
H 2.189 3.086 -3.364 0.000
H 1.044 3.319 -5.287 0.000
H 0.417 4.861 -4.668 0.000
H -0.547 3.872 -5.773 0.000
H -2.246 2.845 -2.771 0.000
H -2.457 3.212 -4.498 0.000
H -2.002 4.501 -3.366 0.000
O -1.021 0.523 0.516 -0.057
P -1.818 -0.506 1.296 -0.041
N -3.370 -0.051 1.637 0.000
C -4.351 0.035 0.547 0.001
C -4.327 1.507 0.108 0.000
C -3.842 2.277 1.358 0.001
C -3.568 1.186 2.409 0.000
N -1.934 -1.878 0.420 0.011
C -2.300 -3.174 1.014 -0.001
C -2.598 -4.042 -0.204 0.003
C -1.623 -3.500 -1.247 0.007
C -1.677 -1.991 -1.022 -0.020
N -1.161 -0.719 2.773 -0.004
C 0.174 -0.213 3.147 0.009
C 0.464 -0.937 4.455 -0.001
C -0.919 -1.066 5.088 0.001
C -1.802 -1.426 3.896 0.002
H -5.331 -0.235 0.949 0.000
H -4.113 -0.667 -0.250 0.000
H -5.306 1.838 -0.237 0.000
H -3.619 1.638 -0.710 0.000
H -4.577 2.995 1.717 0.000
H -2.924 2.820 1.136 -0.001
H -4.434 1.045 3.061 0.000
H -2.702 1.395 3.035 0.000
H -3.158 -3.074 1.681 0.000
H -1.457 -3.577 1.583 0.000
H -3.628 -3.885 -0.533 0.000
H -2.465 -5.103 0.003 0.000
H -1.884 -3.775 -2.268 0.000
H -0.612 -3.854 -1.032 -0.010
H -2.476 -1.522 -1.608 0.001
H -0.725 -1.534 -1.294 0.007
H 0.133 0.873 3.294 -0.001
H 0.908 -0.425 2.374 0.042
H 1.175 -0.394 5.078 -0.001
H 0.879 -1.925 4.243 0.003
H -1.230 -0.106 5.506 0.000
H -0.972 -1.813 5.878 0.000
H -2.836 -1.106 4.022 0.000
H -1.800 -2.507 3.731 0.001
S 1.545 2.456 0.800 -0.015
C 2.800 1.931 1.775 0.004
N 3.242 2.636 2.814 -0.001
C 4.194 1.980 3.704 -0.001
C 4.913 0.977 2.817 -0.007
S 3.664 0.432 1.595 -0.012
H 2.747 3.475 3.079 0.000
H 3.659 1.478 4.516 0.000
H 4.875 2.714 4.131 0.000
H 5.263 0.112 3.374 0.001
H 5.752 1.435 2.295 0.000
S 2.063 -2.523 0.571 0.118
C 1.508 -1.084 0.118 -0.225
```

Summary:
* lowest unoccupied orbital energy (alpha / beta): -1.9 / -1.9 eV
* electronic energy: -3956.334878 Eh
* relative energy (zero: lowest compared OMol25 entry of this formula, charge and spin): 0.795 eV
* gap between HOMO and LUMO (alpha / beta): 6.3 / 5.7 eV
* E_HOMO (alpha / beta): -8.20 / -7.60 eV
* total charge: +1
* multiplicity: 2

***

Density functional theory data (ωB97M-V/def2-TZVPD) for a structure of composition C6H10O in a non-equilibrium geometry.

XYZ file:
```
17
Properties=species:S:1:pos:R:3:mulliken_charge:R:1
O 0.904 -0.963 1.010 -0.484
C 2.112 -0.908 0.431 0.197
C 2.335 0.011 -0.507 -0.907
C 0.126 0.624 0.802 -1.017
C -0.901 0.676 -0.288 0.213
C -1.448 -0.665 -0.692 -0.352
C -2.310 0.263 0.089 -0.754
H 2.891 -1.613 0.756 0.346
H 3.317 0.302 -0.821 0.272
H 1.473 0.377 -1.055 0.273
H 0.780 1.524 0.763 0.462
H -0.232 0.438 1.788 0.331
H -0.802 1.428 -1.079 0.445
H -1.664 -0.819 -1.743 0.262
H -0.959 -1.482 -0.175 0.216
H -3.135 0.752 -0.421 0.266
H -2.488 0.056 1.140 0.231
```

Summary:
* lowest unoccupied orbital energy: 1.0 eV
* electronic energy: -309.720116 Eh
* relative energy (zero: lowest compared OMol25 entry of this formula, charge and spin): 3.327 eV
* gap between HOMO and LUMO: 9.3 eV
* E_HOMO: -8.23 eV

***

Density functional theory data (ωB97M-V/def2-TZVPD) for an isolated molecule of C2H5N5O in a non-equilibrium geometry.

XYZ file:
```
13
Properties=species:S:1:pos:R:3:mulliken_charge:R:1
N -0.220 -2.633 0.381 -0.683
N -0.193 -1.365 1.023 -0.033
C -0.028 -0.201 0.292 0.642
N 0.172 -0.336 -0.979 -0.160
N 0.370 0.777 -1.701 -0.677
C 0.187 1.919 -1.077 -0.056
N -0.186 2.036 0.231 -0.237
O 0.008 0.929 1.063 -0.265
H -0.713 -2.464 -0.446 0.299
H 0.723 -2.929 0.180 0.253
H -0.454 -1.396 2.005 0.236
H 0.144 2.817 -1.641 0.400
H 0.191 2.846 0.669 0.281
```

Summary:
* lowest unoccupied orbital energy: 0.7 eV
* electronic energy: -428.081294 Eh
* relative energy (zero: lowest compared OMol25 entry of this formula, charge and spin): 3.859 eV
* gap between HOMO and LUMO: 8.6 eV
* E_HOMO: -7.85 eV

***

Density functional theory data (ωB97M-V/def2-TZVPD) for an isolated molecule of C2H3BrClNO in a non-equilibrium geometry.

XYZ file:
```
9
Properties=species:S:1:pos:R:3:mulliken_charge:R:1
H -1.934 0.364 0.187 0.298
N -1.643 -0.231 -0.543 -0.493
C -0.507 -0.511 -0.890 0.225
O 0.590 0.213 0.150 -0.458
C 2.045 0.596 0.558 0.036
Cl 2.393 2.084 -0.375 -0.122
Br 3.169 -0.847 -0.003 -0.096
H -0.110 -1.110 -1.768 0.299
H 1.842 0.775 1.670 0.310
```

Summary:
* lowest unoccupied orbital energy: 0.6 eV
* electronic energy: -3242.098318 Eh
* relative energy (zero: lowest compared OMol25 entry of this formula, charge and spin): 3.097 eV
* gap between HOMO and LUMO: 10.7 eV
* E_HOMO: -10.07 eV

***

Density functional theory data (ωB97M-V/def2-TZVPD) for an isolated molecule of C4H4FNOS in a non-equilibrium geometry.

XYZ file:
```
12
Properties=species:S:1:pos:R:3:mulliken_charge:R:1
N 1.679 -1.134 -0.011 -0.416
C 1.500 0.169 0.035 -0.025
C 0.299 0.694 -0.053 -0.073
F 0.362 2.091 0.066 -0.308
C -0.826 -0.108 -0.039 0.819
O -0.771 -1.332 -0.038 -0.724
C -2.188 0.606 -0.167 -0.350
S -3.579 -0.118 0.094 -0.164
H 0.798 -1.692 -0.267 0.329
H 2.622 -1.622 0.513 0.267
H 2.450 0.672 0.130 0.403
H -2.348 1.773 -0.263 0.239
```

Summary:
* lowest unoccupied orbital energy: -1.1 eV
* electronic energy: -782.767917 Eh
* relative energy (zero: lowest compared OMol25 entry of this formula, charge and spin): 2.416 eV
* gap between HOMO and LUMO: 7.7 eV
* E_HOMO: -8.75 eV

***

Density functional theory data (ωB97M-V/def2-TZVPD) for an isolated molecule of C4H8N2O in a non-equilibrium geometry.

XYZ file:
```
15
Properties=species:S:1:pos:R:3:mulliken_charge:R:1
C -1.829 0.723 0.712 -0.864
N -0.462 0.254 0.936 -0.309
C 0.201 -0.105 -0.290 0.097
C -0.297 -1.305 -1.016 0.176
N -0.678 -2.267 -1.530 -0.461
C 1.706 -0.354 -0.250 -0.577
O 2.430 0.605 0.478 -0.507
H -2.454 -0.002 0.166 0.310
H -2.305 0.940 1.671 0.321
H -1.802 1.656 0.132 0.289
H -0.438 -0.500 1.615 0.264
H 0.049 0.747 -0.969 0.294
H 1.823 -0.482 -1.362 0.290
H 2.017 -1.334 0.119 0.312
H 1.829 1.283 0.822 0.364
```

Summary:
* lowest unoccupied orbital energy: 0.7 eV
* electronic energy: -341.922722 Eh
* relative energy (zero: lowest compared OMol25 entry of this formula, charge and spin): 2.202 eV
* gap between HOMO and LUMO: 10.9 eV
* E_HOMO: -10.14 eV

***

Density functional theory data (ωB97M-V/def2-TZVPD) for an isolated molecule of C3H8N2O2 in a non-equilibrium geometry.

XYZ file:
```
15
Properties=species:S:1:pos:R:3:mulliken_charge:R:1
N 2.353 1.025 -0.459 -0.523
C 1.018 0.791 -0.157 0.594
O 0.367 1.574 0.502 -0.679
N 0.536 -0.382 -0.685 -0.249
C -0.876 -0.758 -0.595 -0.539
C -1.443 -0.730 0.831 -0.451
O -2.047 0.487 1.171 -0.560
H 2.737 1.766 0.109 0.260
H 2.960 0.224 -0.546 0.225
H 1.047 -0.754 -1.465 0.252
H -0.932 -1.778 -0.990 0.391
H -1.509 -0.117 -1.222 0.258
H -0.639 -1.010 1.532 0.262
H -2.225 -1.493 0.910 0.331
H -1.346 1.156 1.066 0.430
```

Summary:
* lowest unoccupied orbital energy: 0.7 eV
* electronic energy: -379.132012 Eh
* relative energy (zero: lowest compared OMol25 entry of this formula, charge and spin): 0.245 eV
* gap between HOMO and LUMO: 10.5 eV
* E_HOMO: -9.82 eV

***

Density functional theory data (ωB97M-V/def2-TZVPD) for a cluster of 2 separate species, C23H24N2O4S in total in a non-equilibrium geometry.

XYZ file:
```
54
Properties=species:S:1:pos:R:3:mulliken_charge:R:1
C -0.813 -1.667 3.855 -0.927
C 0.240 -0.628 4.167 0.632
S 1.648 -0.757 3.244 -0.504
O 0.098 0.200 5.087 -0.678
H -1.816 -1.228 3.857 0.234
H -0.671 -2.228 2.914 0.232
H -0.750 -2.380 4.687 0.330
C -1.279 3.578 -1.750 -1.037
O -1.462 2.146 -1.610 -0.311
C -2.591 1.687 -1.033 0.814
C -3.562 2.458 -0.381 -0.731
C -4.587 1.819 0.295 -0.941
C -4.681 0.424 0.349 -0.726
C -3.715 -0.350 -0.332 0.836
O -3.599 -1.699 -0.303 -0.325
C -4.581 -2.478 0.418 -0.914
C -2.723 0.296 -1.050 -0.078
N -1.727 -0.505 -1.703 0.582
C -0.382 -0.487 -1.497 0.000
C 0.208 0.147 -0.336 0.881
C 1.661 0.400 -0.358 -1.432
C 2.404 0.538 0.773 -0.381
C 3.865 0.588 0.765 0.629
C 4.681 0.405 1.907 -0.185
C 6.069 0.307 1.810 -0.685
C 6.697 0.456 0.557 -0.284
C 5.915 0.725 -0.579 -0.646
C 4.532 0.793 -0.468 -0.411
O -0.543 0.471 0.607 -0.614
N 0.160 -1.399 -2.334 0.225
C 1.553 -1.796 -2.464 -0.854
C -0.843 -1.951 -3.129 -0.887
C -2.018 -1.412 -2.720 -0.265
H -0.382 3.674 -2.367 0.255
H -2.146 4.042 -2.246 0.383
H -1.124 4.045 -0.762 0.392
H -3.475 3.544 -0.401 0.401
H -5.339 2.404 0.810 0.393
H -5.462 -0.090 0.905 0.408
H -4.261 -3.506 0.258 0.268
H -4.576 -2.234 1.489 0.347
H -5.589 -2.318 0.009 0.378
H 2.059 0.503 -1.378 0.503
H 1.835 0.718 1.721 0.931
H 4.210 0.324 2.890 0.426
H 6.684 0.128 2.703 0.362
H 7.785 0.386 0.465 0.360
H 6.387 0.886 -1.553 0.350
H 3.946 1.037 -1.354 0.254
H 1.581 -2.784 -2.951 0.314
H 2.108 -1.083 -3.096 0.301
H 2.026 -1.863 -1.477 0.423
H -0.625 -2.697 -3.878 0.448
H -3.032 -1.590 -3.032 0.523
```

Summary:
* lowest unoccupied orbital energy: -1.2 eV
* electronic energy: -1699.361440 Eh
* relative energy (zero: lowest compared OMol25 entry of this formula, charge and spin): 5.573 eV
* gap between HOMO and LUMO: 4.7 eV
* E_HOMO: -5.93 eV